This record from the OMol25 dataset describes one molecule with the formula C4H7FN2O at a distorted geometry. The level of theory is the ωB97M-V functional and the def2-TZVPD basis.

The geometry in XYZ format:
```
15
Properties=species:S:1:pos:R:3
O 1.194 1.681 -0.341
N -0.183 1.591 -0.139
C -0.603 0.393 -0.013
C -2.071 0.300 0.267
F -2.661 -0.565 -0.639
C 0.141 -0.877 -0.160
C 1.439 -1.096 0.514
N 1.351 -1.076 -0.933
H 1.400 2.613 -0.454
H -2.508 1.316 0.120
H -2.223 -0.037 1.304
H -0.555 -1.775 -0.194
H 1.655 -2.053 0.965
H 1.913 -0.257 1.023
H 1.711 -0.159 -1.321
```

For the HOMO-LUMO gap, the calculation gives 0.375 Eh. The value obtained for the total energy is -441.12574 Eh. As for the SMILES: O/N=C(/CF)[C@@H]1CN1. As for the energy relative to the best compared isomer or geometry (same formula, charge and spin): 78.7 kcal per mole.

Atomic partial charges in e from the Mulliken method, atoms 1 to 6: O -0.395; N -0.543; C 0.457; C -0.310; F -0.284; C 0.151

This record from the OMol25 dataset describes one molecule with the formula C4H7FN2S at a distorted geometry. The level of theory is the ωB97M-V functional and the def2-TZVPD basis.

The geometry in XYZ format:
```
15
Properties=species:S:1:pos:R:3
N -1.748 1.626 -0.197
N -1.817 0.265 -0.152
C -0.882 -0.517 -0.094
S -0.968 -2.195 -0.431
C 0.412 0.081 0.453
C 1.552 -0.999 0.792
C 1.573 -0.423 -0.574
F 2.513 0.491 -0.808
H -1.411 2.221 0.638
H -1.457 2.170 -1.139
H -2.824 -0.137 -0.151
H 0.401 1.072 0.763
H 2.328 -0.772 1.605
H 1.044 -1.921 0.854
H 1.285 -0.961 -1.560
```

For the HOMO-LUMO gap, the calculation gives 0.322 Eh. The value obtained for the total energy is -764.04418 Eh. As for the SMILES: NNC(=S)[C@H]1C[C@@H]1F. As for the energy relative to the best compared isomer or geometry (same formula, charge and spin): 88.5 kcal per mole.

Atomic partial charges in e from the Mulliken method, atoms 1 to 6: N -0.751; N 0.150; C 0.218; S -0.406; C -0.556; C -0.599

This record from the OMol25 dataset describes one molecule with the formula C4H7FN2S. The level of theory is the ωB97M-V functional and the def2-TZVPD basis.

The geometry in XYZ format:
```
15
Properties=species:S:1:pos:R:3
C -1.766 -0.142 -0.390
C -0.441 -0.615 0.201
C 0.060 0.070 1.505
F 0.356 -0.778 2.536
C 1.270 0.550 0.691
S 2.615 1.436 0.926
N 0.748 -0.041 -0.409
N 1.119 0.009 -1.734
H -1.827 0.932 -0.381
H -2.609 -0.573 0.166
H -1.837 -0.464 -1.425
H -0.413 -1.690 0.266
H -0.581 0.881 1.842
H 1.343 0.979 -1.948
H 1.962 -0.554 -1.846
```

For the HOMO-LUMO gap, the calculation gives 0.342 Eh. The value obtained for the total energy is -764.12897 Eh. As for the SMILES: C[C@@H]1[C@@H](F)C(=S)N1N. As for the energy relative to the best compared isomer or geometry (same formula, charge and spin): 35.3 kcal per mole.

Atomic partial charges in e from the Mulliken method, atoms 1 to 6: C -1.385; C 0.006; C 0.223; F -0.303; C 0.009; S -0.362

This record from the OMol25 dataset describes an isolated ion of composition C4H7FN3 and charge +1 at a distorted geometry. The level of theory is the ωB97M-V functional and the def2-TZVPD basis.

The geometry in XYZ format:
```
15
Properties=species:S:1:pos:R:3
C 2.017 -0.611 -0.555
N 2.176 0.596 -0.106
C 1.195 1.519 0.223
N -0.052 1.282 0.319
C -0.630 0.090 0.464
C -1.934 -0.068 0.064
N -2.675 -1.168 0.156
F -2.525 0.923 -0.578
H 1.052 -1.076 -0.633
H 2.869 -1.140 -0.952
H 3.119 0.986 -0.151
H 1.530 2.542 0.313
H -0.147 -0.752 0.949
H -3.621 -1.154 -0.200
H -2.374 -1.969 0.687
```

For the HOMO-LUMO gap (alpha / beta), the calculation gives 0.244 / 0.244 Eh. The value obtained for the total energy is -420.43621 Eh. Its net charge is +1. As for the SMILES: C=[NH+]/C=N\C=C(\N)F. As for the energy relative to the best compared isomer or geometry (same formula, charge and spin): 34.4 kcal per mole.

Atomic partial charges in e from the Mulliken method, atoms 1 to 6: C -0.293; N -0.028; C -0.089; N -0.430; C -0.553; C 0.604

This record from the OMol25 dataset describes an isolated ion of composition C4H7FNO4S2 and charge -1. The level of theory is the ωB97M-V functional and the def2-TZVPD basis.

The geometry in XYZ format:
```
19
Properties=species:S:1:pos:R:3
C 2.797 -0.863 0.005
C 2.163 0.539 -0.067
S 0.876 0.674 -1.340
C -0.564 1.038 -0.323
N -1.263 -0.086 0.327
C -2.251 0.588 1.377
O -1.774 0.574 2.499
O -3.277 1.003 0.870
S -1.978 -1.175 -0.631
O -1.022 -1.820 -1.472
O -2.924 -1.932 0.117
F -2.802 -0.287 -1.644
H 3.886 -0.792 0.069
H 2.433 -1.404 0.881
H 2.531 -1.450 -0.875
H 2.922 1.288 -0.303
H 1.712 0.806 0.889
H -1.262 1.660 -0.891
H -0.203 1.639 0.513
```

For the HOMO-LUMO gap, the calculation gives 0.310 Eh. The value obtained for the total energy is -1408.65851 Eh. Its net charge is -1. As for the SMILES: CCSCN(C(=O)[O-])S(=O)(=O)F.

Atomic partial charges in e from the Mulliken method, atoms 1 to 6: C -1.030; C -0.436; S -0.095; C -0.986; N 0.084; C 0.604

This record from the OMol25 dataset describes one molecule with the formula C4H7FO at a distorted geometry. The level of theory is the ωB97M-V functional and the def2-TZVPD basis.

The geometry in XYZ format:
```
13
Properties=species:S:1:pos:R:3
C 1.776 -2.270 -0.530
O 1.464 -0.949 -0.270
C 0.191 -0.656 -0.273
C -0.236 0.525 0.225
C -1.601 1.152 0.189
F -1.537 2.402 0.746
H 1.599 -2.917 0.341
H 1.052 -2.644 -1.188
H 2.811 -2.478 -0.795
H -0.433 -1.476 -0.641
H 0.626 1.327 0.324
H -2.367 0.460 0.668
H -1.946 1.197 -0.922
```

For the HOMO-LUMO gap, the calculation gives 0.347 Eh. The value obtained for the total energy is -331.63442 Eh. As for the SMILES: CO/C=C/CF. As for the energy relative to the best compared isomer or geometry (same formula, charge and spin): 47.0 kcal per mole.

Atomic partial charges in e from the Mulliken method, atoms 1 to 6: C -0.692; O -0.337; C 0.110; C -0.353; C -0.182; F -0.267

This record from the OMol25 dataset describes one molecule with the formula C4H7FO at a distorted geometry. The level of theory is the ωB97M-V functional and the def2-TZVPD basis.

The geometry in XYZ format:
```
13
Properties=species:S:1:pos:R:3
C -2.071 -0.829 -0.200
C -1.072 0.002 0.051
F -1.356 1.279 0.044
C 0.284 -0.452 0.468
O 1.240 -0.093 -0.487
C 2.522 0.077 -0.008
H -1.941 -1.905 -0.015
H -3.093 -0.469 -0.506
H 0.483 -0.027 1.493
H 0.170 -1.598 0.516
H 2.632 0.991 0.634
H 3.077 0.279 -0.927
H 2.983 -0.832 0.444
```

For the HOMO-LUMO gap, the calculation gives 0.393 Eh. The value obtained for the total energy is -331.65254 Eh. As for the SMILES: C=C(F)COC. As for the energy relative to the best compared isomer or geometry (same formula, charge and spin): 35.6 kcal per mole.

Atomic partial charges in e from the Mulliken method, atoms 1 to 6: C -0.833; C 0.584; F -0.259; C -0.285; O -0.301; C -0.725

This record from the OMol25 dataset describes C4H7FO2 as an isolated structure at a distorted geometry. The level of theory is the ωB97M-V functional and the def2-TZVPD basis.

The geometry in XYZ format:
```
14
Properties=species:S:1:pos:R:3
C 0.163 0.268 -0.922
C -0.632 1.009 0.119
C 0.028 0.372 1.262
C 1.027 -0.386 0.140
H -1.478 -0.730 -1.800
H 0.823 0.891 -1.616
H -1.868 0.315 -0.077
H -0.767 2.258 0.148
H 0.523 0.898 2.209
H 1.982 -0.011 0.441
H 0.420 -2.023 -0.721
O -0.550 -0.792 -1.273
O 1.161 -1.597 0.119
F -0.830 -0.471 1.970
```

For the HOMO-LUMO gap, the calculation gives 0.323 Eh. The value obtained for the total energy is -406.74465 Eh. As for the energy relative to the best compared isomer or geometry (same formula, charge and spin): 138.3 kcal per mole.

Atomic partial charges in e from the Mulliken method, atoms 1 to 6: C 0.503; C -0.720; C 0.139; C -0.369; H 0.337; H 0.295

This record from the OMol25 dataset describes one molecule with the formula C4H7FOS at a distorted geometry. The level of theory is the ωB97M-V functional and the def2-TZVPD basis.

The geometry in XYZ format:
```
14
Properties=species:S:1:pos:R:3
O -0.116 -1.977 -0.855
C 0.419 -0.812 -0.510
C -0.419 0.410 -0.677
S -2.181 0.297 -1.098
C 0.030 -0.039 0.713
C 0.942 0.880 1.454
F 1.793 1.517 0.619
H -0.994 -1.790 -1.128
H 1.495 -0.726 -0.761
H -0.032 1.245 -1.225
H -2.069 -0.517 -2.093
H -0.761 -0.493 1.287
H 0.362 1.637 2.014
H 1.530 0.369 2.258
```

For the HOMO-LUMO gap, the calculation gives 0.367 Eh. The value obtained for the total energy is -729.84268 Eh. As for the SMILES: O[C@H]1[C@@H](S)[C@@H]1CF. As for the energy relative to the best compared isomer or geometry (same formula, charge and spin): 25.4 kcal per mole.

Atomic partial charges in e from the Mulliken method, atoms 1 to 6: O -0.477; C 0.095; C -0.514; S -0.233; C 0.007; C -0.571

This record from the OMol25 dataset describes C4H7FOS as an isolated structure at a distorted geometry. The level of theory is the ωB97M-V functional and the def2-TZVPD basis.

The geometry in XYZ format:
```
14
Properties=species:S:1:pos:R:3
C 1.034 -0.849 0.810
C 0.528 -0.470 -0.461
C 0.651 1.064 -0.829
C -2.120 0.081 0.345
H 2.156 -0.773 0.759
H 0.702 -1.803 1.045
H 0.568 -0.271 1.607
H 0.808 -1.017 -1.394
H 1.619 1.480 -0.800
H 0.223 1.221 -1.865
H -1.297 0.140 1.522
O -3.390 0.295 0.124
F -0.254 1.646 0.055
S -1.229 -0.742 -0.920
```

For the HOMO-LUMO gap, the calculation gives 0.374 Eh. The value obtained for the total energy is -729.79562 Eh. As for the energy relative to the best compared isomer or geometry (same formula, charge and spin): 55.0 kcal per mole.

Atomic partial charges in e from the Mulliken method, atoms 1 to 6: C -1.308; C 0.041; C -0.323; C 0.321; H 0.346; H 0.403